Density functional theory data (wB97M-V/def2-TZVPD) for a 2-piece molecular cluster, C21H17N2O6 overall at a distorted geometry.

CARTESIAN COORDINATES (ANGSTROEM)
C (-2.64, -0.55, 2.65)
C (-3.61, 0.37, 2.71)
N (-4.46, 1.18, 2.78)
C (-1.26, -0.28, 2.63)
C (-0.32, -1.33, 2.62)
C (1.02, -1.08, 2.61)
C (1.49, 0.23, 2.60)
N (2.92, 0.48, 2.60)
O (3.31, 1.66, 2.60)
O (3.70, -0.48, 2.59)
C (0.59, 1.28, 2.60)
C (-0.76, 1.04, 2.61)
H (-2.96, -1.58, 2.65)
H (-0.68, -2.35, 2.63)
H (1.74, -1.88, 2.61)
H (0.98, 2.29, 2.60)
H (-1.46, 1.86, 2.61)
C (-7.85, -2.70, -0.84)
C (-7.18, -2.41, 0.50)
C (-8.23, -2.12, 1.58)
O (-6.46, -3.60, 0.94)
C (-5.20, -3.77, 0.43)
O (-4.58, -4.81, 0.54)
C (-4.57, -2.66, -0.28)
C (-3.45, -2.91, -1.00)
C (-2.67, -1.93, -1.75)
C (-3.27, -1.09, -2.70)
C (-2.54, -0.12, -3.34)
C (-1.19, 0.03, -3.07)
C (-0.57, -0.81, -2.17)
C (-1.30, -1.79, -1.52)
C (-5.11, -1.31, -0.07)
O (-4.40, -0.35, -0.29)
O (-6.39, -1.19, 0.38)
H (-7.09, -2.93, -1.59)
H (-8.51, -3.56, -0.76)
H (-8.42, -1.84, -1.18)
H (-7.73, -1.91, 2.52)
H (-8.82, -1.24, 1.31)
H (-8.89, -2.97, 1.72)
H (-3.10, -3.92, -0.99)
H (-4.32, -1.20, -2.90)
H (-3.02, 0.54, -4.04)
H (-0.62, 0.81, -3.55)
H (0.48, -0.70, -1.96)
H (-0.83, -2.43, -0.80)

Properties
molecular weight	393.375	g mol⁻¹
orbital gap	4.776	eV
relative energy (zero: lowest compared OMol25 entry of this formula, charge and spin)	0.0	kcal/mol
total charge	-1

Mulliken population analysis, charges in e, atoms 1 to 8: atom 1 (C): -0.7412, atom 2 (C): 0.2065, atom 3 (N): -0.7724, atom 4 (C): 1.0401, atom 5 (C): -0.6506, atom 6 (C): -0.4171, atom 7 (C): -0.1919, atom 8 (N): 0.9475

=====

Density functional theory data (wB97M-V/def2-TZVPD) for one molecule with the formula C21H17N7OS.

CARTESIAN COORDINATES (ANGSTROEM)
C (-3.59, -3.57, -0.06)
C (-3.49, -2.09, -0.05)
N (-2.29, -1.57, 0.06)
C (-2.16, -0.23, 0.07)
N (-0.87, 0.20, 0.19)
C (-0.40, 1.49, 0.24)
N (0.88, 1.64, 0.38)
C (1.35, 2.92, 0.44)
C (2.83, 3.04, 0.58)
S (3.65, 2.60, -1.00)
C (4.34, 1.07, -0.54)
N (4.36, 0.57, 0.66)
C (5.03, -0.62, 0.54)
C (5.34, -1.57, 1.50)
C (6.04, -2.69, 1.10)
C (6.43, -2.87, -0.23)
C (6.13, -1.94, -1.21)
C (5.42, -0.82, -0.80)
N (4.96, 0.29, -1.47)
C (0.53, 4.01, 0.35)
C (-0.89, 3.85, 0.20)
O (-1.73, 4.73, 0.12)
N (-1.28, 2.51, 0.16)
N (-3.14, 0.64, -0.03)
C (-4.40, 0.15, -0.14)
C (-5.48, 1.04, -0.25)
C (-6.75, 0.56, -0.37)
C (-7.00, -0.83, -0.38)
C (-5.96, -1.72, -0.29)
C (-4.64, -1.25, -0.16)
H (-4.20, -3.91, 0.78)
H (-4.04, -3.92, -0.98)
H (-2.59, -4.00, 0.04)
H (-0.17, -0.52, 0.27)
H (3.13, 4.05, 0.83)
H (3.21, 2.31, 1.29)
H (5.04, -1.43, 2.53)
H (6.30, -3.45, 1.82)
H (6.98, -3.76, -0.50)
H (6.43, -2.07, -2.23)
H (5.07, 0.51, -2.45)
H (0.92, 5.01, 0.39)
H (-2.27, 2.26, 0.06)
H (-5.27, 2.10, -0.23)
H (-7.58, 1.24, -0.45)
H (-8.01, -1.18, -0.48)
H (-6.15, -2.78, -0.30)

Properties
molecular weight	415.482	g mol⁻¹
orbital gap	7.610	eV
SMILES	Cc1nc(Nc2nc(CSc3nc4ccccc4[nH]3)cc(=O)[nH]2)nc2ccccc12

Mulliken population analysis, charges in e, atoms 1 to 8: atom 1 (C): -1.3653, atom 2 (C): 1.0465, atom 3 (N): -0.5884, atom 4 (C): 0.3001, atom 5 (N): -0.0394, atom 6 (C): 0.4370, atom 7 (N): -0.4863, atom 8 (C): 0.7985

=====

Density functional theory data (wB97M-V/def2-TZVPD) for C21H18CdN8S as an isolated structure.

CARTESIAN COORDINATES (ANGSTROEM)
Cd (-0.51, -0.10, -0.15)
C (-0.34, 4.44, -0.69)
C (-0.77, 3.17, -0.33)
N (-0.18, 2.09, -0.82)
C (0.85, 2.25, -1.68)
C (1.27, 3.53, -2.00)
N (0.68, 4.61, -1.52)
C (1.46, 1.01, -2.26)
C (2.40, 1.03, -3.28)
C (2.86, -0.17, -3.82)
C (2.30, -1.35, -3.32)
C (1.38, -1.30, -2.30)
N (1.00, -0.13, -1.77)
C (0.66, -2.50, -1.76)
C (1.03, -3.80, -2.08)
N (0.33, -4.85, -1.68)
C (-0.76, -4.63, -0.96)
C (-1.12, -3.35, -0.58)
N (-0.41, -2.29, -0.98)
C (3.87, -0.19, -4.91)
C (4.27, 0.97, -5.55)
C (5.22, 0.90, -6.56)
N (5.78, -0.24, -6.96)
C (5.40, -1.35, -6.34)
C (4.46, -1.38, -5.33)
H (-0.83, 5.33, -0.30)
H (-1.58, 3.03, 0.37)
H (2.11, 3.69, -2.66)
H (2.76, 1.97, -3.66)
H (2.56, -2.30, -3.75)
H (1.92, -4.00, -2.66)
H (-1.35, -5.49, -0.67)
H (-1.98, -3.16, 0.04)
H (3.86, 1.94, -5.30)
H (5.53, 1.80, -7.07)
H (5.87, -2.27, -6.68)
H (4.22, -2.34, -4.88)
S (0.15, -0.16, 2.24)
C (-0.03, -1.84, 2.63)
N (-1.19, -2.47, 2.81)
C (-0.99, -3.79, 3.44)
C (0.54, -3.98, 3.34)
N (0.98, -2.65, 2.88)
H (-2.04, -1.95, 2.92)
H (-1.54, -4.56, 2.90)
H (-1.34, -3.77, 4.47)
H (0.81, -4.74, 2.61)
H (0.99, -4.23, 4.29)
H (1.94, -2.35, 2.84)

Properties
molecular weight	526.910	g mol⁻¹
orbital gap	7.370	eV
total charge	+2

Mulliken population analysis, charges in e, atoms 1 to 8: atom 1 (Cd): 0.8565, atom 2 (C): -0.3308, atom 3 (C): -0.0926, atom 4 (N): -0.4193, atom 5 (C): 0.2164, atom 6 (C): -0.0865, atom 7 (N): -0.5154, atom 8 (C): -0.2041

=====

Density functional theory data (wB97M-V/def2-TZVPD) for C21H18Cl3FeN10O3 as an isolated structure.

CARTESIAN COORDINATES (ANGSTROEM)
Fe (0.44, -0.04, 0.12)
N (3.80, -2.43, -1.37)
C (3.08, -1.72, -0.51)
N (1.81, -1.86, -0.30)
C (1.11, -2.75, -1.10)
N (-0.19, -2.82, -1.09)
N (-0.73, -1.82, -0.32)
C (-2.00, -1.75, -0.24)
C (-2.55, -0.66, 0.59)
C (-3.90, -0.63, 0.93)
C (-4.35, 0.38, 1.76)
C (-3.45, 1.33, 2.22)
C (-2.12, 1.23, 1.81)
N (-1.68, 0.27, 1.02)
C (1.84, -3.63, -2.01)
C (1.22, -4.61, -2.78)
C (1.96, -5.37, -3.66)
C (3.34, -5.15, -3.79)
C (3.97, -4.18, -3.04)
C (3.21, -3.43, -2.15)
H (4.78, -2.20, -1.50)
H (3.62, -0.96, 0.05)
H (-2.65, -2.46, -0.73)
H (-4.57, -1.39, 0.55)
H (-5.39, 0.43, 2.04)
H (-3.76, 2.14, 2.86)
H (-1.39, 1.97, 2.13)
H (0.16, -4.75, -2.68)
H (1.48, -6.13, -4.26)
H (3.91, -5.74, -4.49)
H (5.03, -4.00, -3.14)
N (0.19, -1.73, 2.50)
N (1.12, -1.28, 3.42)
C (1.92, -0.24, 3.14)
N (2.83, 0.09, 4.06)
N (1.72, 0.36, 1.96)
N (2.57, 1.36, 1.57)
O (2.35, 1.76, 0.44)
O (3.49, 1.77, 2.27)
H (-0.75, -1.67, 2.88)
H (0.40, -2.68, 2.20)
H (1.24, -1.76, 4.30)
H (2.89, -0.42, 4.92)
H (3.44, 0.87, 3.86)
Cl (1.94, 5.25, -4.64)
C (1.64, 3.78, -3.77)
C (0.80, 3.80, -2.67)
C (0.59, 2.61, -2.00)
Cl (-0.46, 2.56, -0.60)
C (1.15, 1.39, -2.37)
O (0.94, 0.27, -1.72)
C (2.00, 1.44, -3.49)
Cl (2.77, -0.04, -3.99)
C (2.24, 2.60, -4.19)
H (0.34, 4.72, -2.34)
H (2.89, 2.60, -5.05)

Properties
molecular weight	620.646	g mol⁻¹
2S+1	5
orbital gap (spin up / spin down)	6.379 / 6.375	eV
expectation value of S²	6.01
relative energy (zero: lowest compared OMol25 entry of this formula, charge and spin)	9.6	kcal/mol
total charge	+1

Mulliken population analysis, charges in e, atoms 1 to 8: atom 1 (Fe): 1.7472, atom 2 (N): 0.1706, atom 3 (C): -0.4979, atom 4 (N): 0.0524, atom 5 (C): 0.1522, atom 6 (N): -1.3686, atom 7 (N): 1.0162, atom 8 (C): -0.4397

=====

Density functional theory data (wB97M-V/def2-TZVPD) for C21H18MnN3O2S as an isolated structure.

CARTESIAN COORDINATES (ANGSTROEM)
Mn (-0.03, -0.08, 0.28)
O (6.32, 2.28, -0.38)
C (6.10, 0.96, -0.80)
C (4.63, 0.68, -0.72)
C (4.13, -0.59, -1.02)
C (2.77, -0.82, -0.90)
N (1.91, 0.14, -0.55)
C (2.38, 1.38, -0.33)
C (3.73, 1.68, -0.36)
C (1.36, 2.40, 0.04)
C (1.62, 3.75, 0.03)
C (0.62, 4.65, 0.42)
C (0.87, 6.12, 0.42)
O (2.19, 6.36, -0.01)
C (-0.62, 4.13, 0.80)
C (-0.82, 2.78, 0.77)
N (0.15, 1.92, 0.38)
H (7.26, 2.50, -0.47)
H (6.62, 0.24, -0.17)
H (6.42, 0.79, -1.83)
H (4.78, -1.39, -1.32)
H (2.36, -1.80, -1.09)
H (4.10, 2.66, -0.10)
H (2.58, 4.15, -0.27)
H (0.70, 6.50, 1.43)
H (0.14, 6.60, -0.24)
H (2.38, 7.30, 0.02)
H (-1.42, 4.79, 1.12)
H (-1.76, 2.34, 1.06)
S (-3.85, -1.75, -0.97)
C (-3.96, -0.09, -1.31)
C (-2.86, 0.61, -0.93)
C (-1.89, -0.24, -0.33)
C (-2.30, -1.56, -0.30)
C (-1.44, -2.58, 0.28)
C (-1.74, -3.92, 0.45)
C (-0.80, -4.74, 1.05)
C (0.41, -4.22, 1.47)
C (0.66, -2.88, 1.26)
N (-0.24, -2.08, 0.67)
H (-4.85, 0.30, -1.79)
H (-2.75, 1.67, -1.09)
H (-2.70, -4.30, 0.13)
H (-1.02, -5.79, 1.20)
H (1.16, -4.83, 1.95)
H (1.59, -2.43, 1.57)

Properties
molecular weight	431.399	g mol⁻¹
2S+1	5
orbital gap (spin up / spin down)	6.675 / 7.498	eV
expectation value of S²	6.15
total charge	+2

Mulliken population analysis, charges in e, atoms 1 to 8: atom 1 (Mn): -0.1442, atom 2 (O): -0.4994, atom 3 (C): -0.5851, atom 4 (C): 0.3929, atom 5 (C): -0.8498, atom 6 (C): -0.2735, atom 7 (N): -0.8058, atom 8 (C): 0.9929

=====

Density functional theory data (wB97M-V/def2-TZVPD) for one molecule with the formula C21H18N2O4S.

CARTESIAN COORDINATES (ANGSTROEM)
O (0.05, 0.43, 8.62)
C (-0.68, 1.24, 8.11)
O (-1.37, 2.15, 8.84)
C (-0.95, 1.36, 6.65)
C (-1.83, 2.34, 6.13)
C (-2.04, 2.42, 4.79)
C (-1.39, 1.52, 3.90)
C (-1.60, 1.58, 2.50)
C (-0.96, 0.72, 1.66)
C (-1.25, 0.87, 0.19)
O (-2.15, 1.59, -0.21)
N (-0.44, 0.16, -0.65)
C (-0.51, 0.10, -2.04)
C (-1.39, 0.73, -2.85)
C (-1.29, 0.54, -4.26)
C (-0.33, -0.25, -4.76)
N (0.58, -0.89, -3.94)
C (1.62, -1.74, -4.53)
C (2.54, -1.00, -5.50)
C (3.45, -2.08, -6.07)
S (2.38, -3.53, -6.36)
C (1.04, -2.94, -5.28)
C (0.54, -0.76, -2.57)
O (1.35, -1.33, -1.83)
C (-0.08, -0.27, 2.19)
C (0.13, -0.35, 3.53)
C (-0.51, 0.55, 4.42)
C (-0.31, 0.49, 5.82)
H (-1.13, 1.98, 9.77)
H (-2.32, 3.02, 6.81)
H (-2.71, 3.16, 4.38)
H (-2.27, 2.32, 2.08)
H (0.33, -0.39, -0.29)
H (-2.16, 1.36, -2.43)
H (-1.99, 1.03, -4.93)
H (-0.21, -0.43, -5.82)
H (2.20, -2.09, -3.68)
H (1.96, -0.54, -6.30)
H (3.10, -0.22, -4.99)
H (3.90, -1.78, -7.01)
H (4.23, -2.34, -5.37)
H (0.74, -3.73, -4.59)
H (0.18, -2.66, -5.88)
H (0.41, -0.98, 1.54)
H (0.79, -1.10, 3.93)
H (0.36, -0.25, 6.24)

Properties
molecular weight	394.452	g mol⁻¹
orbital gap	7.917	eV
relative energy (zero: lowest compared OMol25 entry of this formula, charge and spin)	0.2	kcal/mol
SMILES	O=C(O)c1ccc2cc(C(=O)Nc3cccn([C@@H]4CCSC4)c3=O)ccc2c1

Mulliken population analysis, charges in e, atoms 1 to 8: atom 1 (O): -0.5862, atom 2 (C): 0.4477, atom 3 (O): -0.4464, atom 4 (C): 0.1984, atom 5 (C): -0.7618, atom 6 (C): -0.9677, atom 7 (C): 0.6093, atom 8 (C): -0.3997

=====

Density functional theory data (wB97M-V/def2-TZVPD) for C21H18N2O8PtS as an isolated structure at a distorted geometry.

CARTESIAN COORDINATES (ANGSTROEM)
Pt (-0.21, 0.27, -0.07)
O (6.37, -1.60, 1.07)
C (6.04, -0.74, 0.25)
O (6.67, -0.03, -0.56)
C (4.54, -0.48, 0.21)
C (3.91, 0.17, 1.27)
C (2.56, 0.42, 1.23)
N (1.81, 0.01, 0.18)
C (2.41, -0.61, -0.86)
C (3.76, -0.86, -0.89)
C (1.51, -0.86, -2.05)
O (1.91, -1.34, -3.07)
O (0.23, -0.56, -1.83)
H (4.48, 0.49, 2.14)
H (2.03, 0.93, 2.01)
H (4.19, -1.32, -1.77)
O (-4.09, 1.12, -0.55)
C (-3.01, 0.62, -0.45)
O (-1.86, 1.25, -0.62)
C (-2.83, -0.85, -0.14)
C (-3.90, -1.74, -0.12)
C (-3.65, -3.06, 0.09)
C (-2.33, -3.51, 0.31)
C (-2.02, -4.87, 0.54)
C (-0.73, -5.25, 0.76)
C (0.31, -4.29, 0.78)
C (0.04, -2.97, 0.56)
C (-1.28, -2.56, 0.31)
N (-1.58, -1.25, 0.06)
H (-4.89, -1.33, -0.29)
H (-4.45, -3.79, 0.10)
H (-2.82, -5.59, 0.53)
H (-0.49, -6.29, 0.93)
H (1.32, -4.60, 0.96)
H (0.84, -2.24, 0.58)
C (-0.95, 1.46, 4.04)
C (-0.36, 1.58, 2.66)
O (0.39, 2.49, 2.36)
O (-0.71, 0.61, 1.87)
H (-1.35, 2.43, 4.34)
H (-0.15, 1.21, 4.74)
H (-1.73, 0.71, 4.09)
C (2.02, 3.27, 0.15)
S (0.40, 2.67, -0.34)
C (0.72, 2.54, -2.12)
H (2.22, 4.15, -0.45)
H (2.79, 2.52, -0.03)
H (1.97, 3.52, 1.20)
H (1.70, 2.11, -2.29)
H (0.67, 3.53, -2.57)
H (-0.05, 1.91, -2.55)

Properties
molecular weight	653.526	g mol⁻¹
orbital gap	5.732	eV
relative energy (zero: lowest compared OMol25 entry of this formula, charge and spin)	14.6	kcal/mol

Mulliken population analysis, charges in e, atoms 1 to 8: atom 1 (Pt): 2.1810, atom 2 (O): -0.6682, atom 3 (C): -0.0256, atom 4 (O): -0.6678, atom 5 (C): 0.3490, atom 6 (C): -0.5137, atom 7 (C): -0.7296, atom 8 (N): 0.5576

=====

Density functional theory data (wB97M-V/def2-TZVPD) for one molecule with the formula C21H18N6O2 at a distorted geometry.

CARTESIAN COORDINATES (ANGSTROEM)
N (1.86, -3.73, 1.04)
C (0.86, -3.17, 1.84)
C (0.64, -3.52, 3.18)
N (-0.38, -3.02, 3.93)
C (-1.26, -2.12, 3.37)
C (-1.14, -1.78, 2.02)
C (-2.09, -0.83, 1.43)
C (-3.39, -0.60, 1.97)
C (-4.20, 0.40, 1.41)
C (-3.76, 1.18, 0.34)
C (-4.34, 2.19, -0.47)
N (-3.57, 2.56, -1.45)
N (-2.39, 1.87, -1.20)
C (-1.24, 2.13, -1.96)
C (-1.26, 3.14, -2.96)
C (-0.17, 3.41, -3.75)
C (0.96, 2.62, -3.55)
C (0.99, 1.65, -2.55)
C (2.21, 0.83, -2.36)
O (3.08, 0.80, -3.24)
N (2.51, 0.15, -1.17)
C (3.83, -0.33, -0.78)
C (3.58, 0.16, 0.64)
O (3.63, -0.85, 1.67)
C (2.23, 0.70, 0.18)
N (-0.11, 1.41, -1.82)
C (-2.54, 0.98, -0.17)
C (-1.70, -0.07, 0.28)
C (-0.07, -2.31, 1.28)
H (1.64, -3.88, 0.06)
H (2.47, -4.44, 1.47)
H (1.32, -4.26, 3.64)
H (-2.05, -1.75, 4.02)
H (-3.75, -1.27, 2.79)
H (-5.19, 0.55, 1.85)
H (-5.32, 2.60, -0.38)
H (-2.19, 3.70, -3.09)
H (-0.22, 4.16, -4.53)
H (1.79, 2.84, -4.22)
H (4.69, 0.16, -1.28)
H (4.01, -1.43, -0.85)
H (4.28, 0.97, 0.86)
H (2.98, -1.56, 1.59)
H (1.37, 0.32, 0.72)
H (2.20, 1.80, 0.22)
H (-0.76, -0.24, -0.22)
H (-0.03, -2.10, 0.23)

Properties
molecular weight	386.415	g mol⁻¹
orbital gap	8.242	eV
relative energy (zero: lowest compared OMol25 entry of this formula, charge and spin)	0.0	kcal/mol
SMILES	Nc1cncc(-c2ccc3cnn(-c4cccc(C(=O)N5CC(O)C5)n4)c3c2)c1

Mulliken population analysis, charges in e, atoms 1 to 8: atom 1 (N): -0.4051, atom 2 (C): 0.5220, atom 3 (C): -0.3549, atom 4 (N): -0.6227, atom 5 (C): -0.7667, atom 6 (C): 0.7517, atom 7 (C): 0.6782, atom 8 (C): -0.9528